A molecular structure, C24H47BNbO10Si. Source: the Open Molecules 2025 dataset; level of theory: ωB97M-V/def2-TZVPD.

Structure (XYZ):
```
84
Properties=species:S:1:pos:R:3:lowdin_charge:R:1
C -5.349 4.469 0.875 -0.1088
C -4.377 5.069 1.909 -0.2525
C -2.905 4.684 1.722 -0.1966
C -2.691 3.248 1.232 -0.3656
O -1.353 2.864 1.494 -0.4458
Nb -0.437 1.698 0.116 1.3451
C -1.482 -0.232 0.784 -0.2391
C -2.937 -0.418 0.494 -0.4699
O -3.683 -0.890 1.322 0.0598
C -3.570 0.011 -0.793 -0.1942
C -4.645 0.892 -0.722 -0.0459
C -5.289 1.317 -1.875 -0.0876
C -4.870 0.883 -3.126 -0.0956
C -3.808 -0.011 -3.197 -0.0820
C -3.173 -0.443 -2.040 -0.0554
B 1.345 1.324 1.674 -0.6885
O 1.048 0.623 2.849 0.0560
O 2.687 1.690 1.570 -0.1202
C 2.963 2.989 1.057 -0.1238
Si 1.058 0.344 -1.587 0.3876
C 1.419 1.494 -3.087 -0.2610
C 2.766 -0.203 -0.944 -0.2527
C 0.264 -1.235 -2.307 -0.2513
H -4.841 4.177 -0.035 0.0598
H -5.875 3.626 1.307 0.0655
H -6.091 5.216 0.608 0.0603
H -4.437 6.152 1.817 0.0900
H -4.685 4.849 2.926 0.0963
H -2.368 4.778 2.661 0.1043
H -2.437 5.339 0.990 0.1110
H -2.930 3.226 0.172 0.0664
H -3.365 2.598 1.794 0.1176
H -1.563 1.960 -1.322 -0.0649
H 0.458 3.177 -0.538 -0.0858
H -0.947 -1.129 0.474 0.0451
H -1.416 -0.217 1.870 0.0497
H -4.993 1.239 0.238 0.1039
H -6.126 1.994 -1.823 0.0941
H -5.347 1.222 -4.030 0.0909
H -3.459 -0.364 -4.155 0.0980
H -2.358 -1.141 -2.135 0.0729
H 0.941 1.276 3.550 0.0886
H 2.187 3.711 1.275 0.0646
H 3.049 2.944 -0.029 0.0707
H 3.931 3.302 1.439 0.0791
H 1.022 1.043 -3.995 0.0003
H 1.015 2.484 -2.932 -0.0248
H 2.500 1.575 -3.211 0.0041
H 3.385 0.656 -0.707 0.0028
H 3.267 -0.833 -1.682 0.0137
H 2.660 -0.791 -0.035 0.0173
H -0.451 -1.719 -1.648 -0.0167
H 1.049 -1.965 -2.513 0.0159
H -0.251 -1.043 -3.245 0.0107
C 4.862 0.137 3.057 -0.0557
C 5.056 1.151 4.156 -0.1949
O 5.229 0.530 5.450 0.0441
C 6.432 0.041 5.699 -0.6166
O 7.400 0.095 4.985 0.1168
O 6.406 -0.522 6.916 -0.0022
C 7.632 -1.142 7.296 -0.0539
H 4.036 -0.532 3.297 0.0902
H 4.637 0.640 2.124 0.0663
H 5.756 -0.475 2.919 0.0775
H 4.163 1.766 4.249 0.1200
H 5.898 1.812 3.954 0.1223
H 8.468 -0.453 7.194 0.0919
H 7.808 -2.033 6.695 0.0965
H 7.523 -1.427 8.339 0.0890
C 0.603 -7.476 -4.262 -0.0682
C 0.329 -6.276 -5.143 -0.2174
O -1.063 -5.934 -5.159 0.0315
C -1.489 -5.266 -4.083 -0.6120
O -0.812 -4.923 -3.152 0.1297
O -2.793 -5.038 -4.229 0.0055
C -3.397 -4.358 -3.121 -0.0252
H -0.027 -8.316 -4.558 0.0787
H 1.648 -7.774 -4.342 0.0776
H 0.387 -7.250 -3.219 0.0751
H 0.581 -6.503 -6.178 0.1193
H 0.920 -5.413 -4.838 0.1243
H -2.859 -3.444 -2.883 0.0817
H -3.428 -5.013 -2.252 0.1001
H -4.411 -4.109 -3.417 0.0943
```

The spin multiplicity is 1. The value obtained for the total energy is -2066.38322 hartree. As for the net charge: -1. The calculation puts the lowest unoccupied orbital energy at 2.37 eV.